No. 1
# C8H18IO2P

A molecular structure, C8H18IO2P (the ωB97M-V functional and the def2-TZVPD basis, OMol25).

Each line ends with the natural charge from an NBO analysis.
CARTESIAN COORDINATES (ANGSTROEM)
C 1.508 2.115 0.441  -0.6203
C 1.939 -2.736 -0.421  -0.6313
C 1.365 -1.980 1.821  -0.6259
C -0.231 -0.938 -1.311  -0.0861
C 0.054 2.588 0.286  -0.6504
C -0.969 0.441 -1.468  -0.7757
C -2.536 2.375 0.129  -0.3818
C 0.832 -2.133 0.389  0.1313
O 0.363 -0.945 -0.028  -0.5431
O -4.171 1.339 0.545  -0.8624
P -1.220 1.148 0.229  0.8526
I -3.869 -0.533 0.255  0.4235
H 1.678 1.035 -0.204  0.2115
H 2.244 2.802 -0.010  0.2184
H 1.578 1.978 1.488  0.2168
H 1.681 -2.593 -1.448  0.2009
H 2.790 -2.120 -0.287  0.2049
H 2.137 -3.693 -0.120  0.2192
H 0.994 -2.800 2.349  0.2174
H 0.954 -1.108 2.286  0.2244
H 2.511 -1.759 1.888  0.2017
H 0.429 -1.328 -2.157  0.1885
H -0.938 -1.807 -1.417  0.1775
H -0.211 3.241 -0.596  0.2037
H -0.405 3.049 1.097  0.2058
H -2.047 0.368 -1.856  0.2565
H -0.513 1.117 -2.252  0.2333
H -3.052 2.597 -0.887  0.2329
H -2.727 3.057 0.861  0.2097
H -0.169 -2.776 0.396  0.1463

Atoms 1-2, force components in eV/Å:
C -0.5403 -2.0773 -3.1891
C -1.2609 2.4567 -1.0996

Calculated values
LUMO: -0.168 eV
E_HOMO: -8.168 eV
Energy above the lowest of the compared OMol25 structures with the same formula, charge and spin: 14.5 kcal per mole
E_tot: -1104.9228 hartree
Gap between HOMO and LUMO: 8.0 eV
Net charge: 0



No. 2
# C8H18N2O4

2 unconnected molecules or ions with the total composition C8H18N2O4 (the ωB97M-V functional and the def2-TZVPD basis, OMol25).

Each line ends with the natural charge from an NBO analysis.
CARTESIAN COORDINATES (ANGSTROEM)
C -0.624 -2.028 -3.718  -0.5946
C -1.021 -1.944 -2.236  -0.1793
C -1.159 -3.322 -1.569  -0.5734
C -0.084 -1.124 -1.261  -0.4084
C -0.156 0.346 -1.644  -0.1563
N 0.246 0.649 -3.034  -0.8021
C 0.668 1.088 -0.541  0.7644
O 1.624 1.770 -0.754  -0.5495
O 0.426 0.666 0.752  -0.6663
H -1.433 -2.749 -4.180  0.1898
H 0.303 -2.404 -3.881  0.1916
H -0.752 -1.093 -4.167  0.2354
H -1.956 -1.463 -2.289  0.1793
H -1.412 -3.904 -2.235  0.1936
H -0.356 -3.436 -1.145  0.1862
H -1.818 -3.359 -0.861  0.1955
H -0.277 -1.304 -0.206  0.2199
H 0.908 -1.607 -1.472  0.2079
H -1.181 0.699 -1.521  0.1976
H 1.107 0.286 -3.272  0.3594
H 0.273 1.557 -3.203  0.3614
H -0.417 0.534 0.844  0.4525
N 0.877 1.556 2.788  -0.7935
C 1.378 2.484 3.734  -0.3304
C 0.641 2.623 5.077  0.7669
O 1.049 3.343 5.956  -0.6021
O -0.492 1.900 5.127  -0.6907
H 0.782 0.582 3.134  0.3615
H -0.047 1.867 2.463  0.3468
H 1.380 3.477 3.312  0.2219
H 2.410 2.268 4.001  0.2197
H -0.890 2.043 6.000  0.4955

Atoms 1-2, force components in eV/Å:
C -4.3805 -1.6429 0.9155
C 0.7953 -0.0730 1.3015

Calculated values
LUMO: 0.295 eV
E_HOMO: -8.719 eV
Energy above the lowest of the compared OMol25 structures with the same formula, charge and spin: 108.9 kcal per mole
E_tot: -725.9709 hartree
Gap between HOMO and LUMO: 9.0 eV
Net charge: 0



No. 3
# C8H18N3O

A molecular structure, C8H18N3O (the ωB97M-V functional and the def2-TZVPD basis, OMol25).

Each line ends with the natural charge from an NBO analysis.
CARTESIAN COORDINATES (ANGSTROEM)
C -0.019 -0.185 1.027  -0.2542
C -0.132 -1.287 -1.627  0.0806
C 1.214 0.794 1.047  0.1056
C -1.348 -0.714 -1.078  0.0742
C 2.521 0.014 1.100  -0.6239
C 1.117 1.745 2.235  -0.6246
C -2.112 0.052 -2.161  -0.6073
C -2.226 -1.808 -0.467  -0.6120
N 0.714 -2.008 -1.958  0.2583
N 1.105 1.574 -0.206  -0.8126
N -0.939 0.275 -0.025  -0.5800
O 1.656 -2.604 -2.326  -0.3482
H 0.320 -1.194 0.793  0.2326
H -0.497 -0.199 2.005  0.2368
H 1.167 2.574 -0.050  0.4136
H 2.667 -0.577 0.198  0.2213
H 2.525 -0.657 1.955  0.2364
H 3.363 0.693 1.211  0.2336
H 1.158 1.188 3.166  0.2389
H 0.192 2.317 2.214  0.2132
H 1.952 2.441 2.224  0.2310
H -2.351 -0.617 -2.984  0.2512
H -1.512 0.867 -2.558  0.2271
H -3.045 0.447 -1.769  0.2258
H -1.689 -2.384 0.282  0.2286
H -2.553 -2.490 -1.247  0.2493
H -3.110 -1.369 -0.010  0.2244
H 1.797 1.303 -0.899  0.4147
H -1.775 0.717 0.353  0.4222
H -0.161 1.094 -0.449  0.4436

Atoms 1-2, force components in eV/Å:
C 0.2573 -0.1811 0.2969
C 0.4920 -0.4619 -0.1885

Calculated values
LUMO: -2.754 eV
E_HOMO: -13.228 eV
Energy above the lowest of the compared OMol25 structures with the same formula, charge and spin: 4.8 kcal per mole
E_tot: -554.8113 hartree
Gap between HOMO and LUMO: 10.5 eV
Net charge: +1



No. 4
# C8H18N3S

A gas-phase ion, C8H18N3S (charge +1) (the ωB97M-V functional and the def2-TZVPD basis, OMol25).

Each line ends with the natural charge from an NBO analysis.
CARTESIAN COORDINATES (ANGSTROEM)
C 0.880 -1.563 4.131  -0.6707
S -0.024 -0.948 2.580  0.1938
C 1.037 0.031 1.586  0.3557
N 2.233 0.388 2.154  -0.7898
N 0.603 0.484 0.450  -0.6303
C -0.616 0.329 -0.023  0.1538
N -1.112 1.619 -0.779  -0.3787
C -0.349 2.872 -0.808  -0.4161
C -0.895 0.969 -2.123  -0.2137
C -0.648 -0.401 -1.468  -0.0521
C 0.635 -0.946 -1.971  -0.6167
C -1.867 -1.305 -1.657  -0.6321
H 0.093 -1.793 4.747  0.2401
H 1.423 -0.681 4.615  0.2216
H 1.489 -2.402 3.868  0.2394
H 2.868 1.138 1.878  0.4234
H 2.445 0.024 3.088  0.4032
H -1.406 0.100 0.785  0.2031
H -2.155 1.811 -0.479  0.4428
H -0.819 3.394 -1.642  0.2272
H -0.535 3.412 0.150  0.2304
H 0.694 2.541 -0.964  0.2443
H -0.003 1.419 -2.464  0.2121
H -1.647 1.077 -2.922  0.2412
H 0.372 -1.376 -3.027  0.2361
H 1.091 -1.701 -1.351  0.2354
H 1.328 -0.054 -1.950  0.2190
H -2.025 -1.674 -2.676  0.2323
H -2.877 -0.890 -1.350  0.2125
H -1.860 -2.189 -1.074  0.2325

Atoms 1-2, force components in eV/Å:
C 1.5593 3.1806 -1.9557
S -0.0431 -1.0462 0.8916

Calculated values
LUMO: -2.650 eV
E_HOMO: -12.414 eV
Energy above the lowest of the compared OMol25 structures with the same formula, charge and spin: 31.2 kcal per mole
E_tot: -877.7826 hartree
Gap between HOMO and LUMO: 9.8 eV
Net charge: +1



No. 5
# C8H18N5

2 unconnected molecules or ions with the total composition C8H18N5 (the ωB97M-V functional and the def2-TZVPD basis, OMol25).

Each line ends with the natural charge from an NBO analysis.
CARTESIAN COORDINATES (ANGSTROEM)
C 0.058 1.276 -0.453  0.6889
C -0.447 -3.185 -1.419  -0.1090
C 1.065 -0.150 1.143  0.1072
C 1.021 -0.808 -1.180  0.2908
C 0.851 -2.362 2.368  -0.6183
C -1.122 2.621 -2.188  -0.4082
C -1.441 2.885 0.290  -0.4269
C 0.074 -1.103 1.891  -0.4404
N -0.663 -2.042 -0.952  -0.4756
N 0.501 1.117 0.761  -0.5661
N 1.738 -0.753 0.055  -0.6167
N 0.371 0.425 -1.401  -0.5685
N -0.713 2.317 -0.798  -0.3822
H -1.324 -3.877 -1.494  0.1936
H 0.502 -3.624 -1.977  0.1656
H 1.845 -0.020 1.942  0.2160
H 1.566 -1.005 -2.067  0.2163
H 1.441 -2.755 1.640  0.1815
H 0.226 -3.131 2.797  0.2442
H 1.512 -2.142 3.247  0.2180
H -1.743 1.859 -2.444  0.2035
H -1.452 3.589 -2.317  0.2445
H -0.284 2.608 -2.832  0.2177
H -0.715 3.347 1.120  0.1960
H -2.024 3.779 0.022  0.2442
H -2.208 2.288 0.695  0.2202
H -0.322 -0.581 2.822  0.2211
H -0.749 -1.339 1.092  0.2551
H 0.437 1.882 1.508  0.4567
H 2.100 -1.683 0.345  0.4148
H -0.099 0.566 -2.213  0.4159

Atoms 1-2, force components in eV/Å:
C -0.8882 1.5519 -0.9374
C 0.4190 -1.2229 -1.7003

Calculated values
LUMO: -2.751 eV
E_HOMO: -11.568 eV
Energy above the lowest of the compared OMol25 structures with the same formula, charge and spin: 52.9 kcal per mole
E_tot: -589.0521 hartree
Gap between HOMO and LUMO: 8.8 eV
Net charge: +1



No. 6
# C8H18N5OS

2 unconnected molecules or ions with the total composition C8H18N5OS (the ωB97M-V functional and the def2-TZVPD basis, OMol25).

Each line ends with the natural charge from an NBO analysis.
CARTESIAN COORDINATES (ANGSTROEM)
C 0.571 3.510 -0.029  0.6707
C -0.806 3.421 0.612  -0.3453
C 0.451 1.079 0.009  0.6490
C -2.567 -1.837 0.815  -0.4184
C -2.576 -1.287 -1.522  -0.4161
C 5.763 -1.299 0.457  -0.4012
C -0.490 -1.911 -0.450  -0.2371
C 0.563 -1.339 0.508  -0.2394
N -1.579 2.294 0.122  -0.4188
N -0.857 1.103 0.083  -0.4286
N 1.146 2.244 -0.169  -0.6333
N -1.798 -1.266 -0.286  -0.4583
N 1.131 -0.070 0.078  -0.5850
O 1.144 4.500 -0.366  -0.4995
S 4.517 -0.857 -0.453  0.0150
H -0.672 3.304 1.694  0.2312
H -1.363 4.341 0.435  0.2609
H -1.981 -1.822 1.732  0.2086
H -3.463 -1.241 0.970  0.2217
H -2.864 -2.869 0.607  0.2010
H -3.515 -0.763 -1.360  0.2182
H -2.023 -0.782 -2.312  0.2088
H -2.798 -2.307 -1.846  0.2045
H 5.680 -1.372 1.533  0.2027
H 6.715 -1.552 0.012  0.2105
H -2.004 2.479 -0.786  0.3736
H -0.143 -1.754 -1.475  0.2212
H -0.567 -2.990 -0.282  0.2149
H 1.393 -2.041 0.572  0.2443
H 0.133 -1.221 1.509  0.2104
H 2.122 2.212 -0.434  0.4372
H 2.143 -0.036 0.003  0.4321
H -1.403 0.127 0.016  0.4447

Atoms 1-2, force components in eV/Å:
C -0.5701 0.1071 0.0769
C 0.0625 0.0932 0.1862

Calculated values
LUMO: -3.515 eV
E_HOMO: -12.179 eV
Energy above the lowest of the compared OMol25 structures with the same formula, charge and spin: 0.0 kcal per mole
E_tot: -1062.5749 hartree
Gap between HOMO and LUMO: 8.7 eV
Net charge: +1



No. 7
# C8H18NO2S2

2 unconnected molecules or ions with the total composition C8H18NO2S2 (the ωB97M-V functional and the def2-TZVPD basis, OMol25).

Each line ends with the natural charge from an NBO analysis.
CARTESIAN COORDINATES (ANGSTROEM)
O -1.452 3.347 -0.862  -0.7308
C -2.050 2.062 -1.075  -0.0748
C -0.973 1.188 -1.658  -0.2486
N 0.183 1.266 -0.791  -0.6026
C 1.451 0.925 -1.416  -0.2388
C 2.511 1.863 -0.898  -0.0779
O 1.941 3.184 -0.920  -0.7354
H -2.166 4.000 -0.803  0.4898
H -2.377 1.633 -0.122  0.1536
H -2.879 2.142 -1.787  0.1946
H -1.265 0.131 -1.712  0.2000
H -0.718 1.549 -2.669  0.2045
H 0.245 2.191 -0.361  0.4357
H 1.662 -0.121 -1.173  0.1798
H 1.385 1.033 -2.508  0.2008
H 2.765 1.575 0.132  0.1620
H 3.390 1.841 -1.553  0.1955
H 2.659 3.833 -0.869  0.4916
C -0.210 -3.699 1.886  -0.4453
C -1.107 -3.234 0.746  -0.4880
S -0.415 -1.889 -0.294  0.3684
C 0.005 -0.715 0.849  -0.3138
S 1.059 -1.166 2.078  0.3791
C 0.152 -2.573 2.846  -0.4834
H -0.737 -4.481 2.448  0.2538
H 0.701 -4.156 1.482  0.2355
H -1.280 -4.055 0.037  0.2669
H -2.070 -2.855 1.111  0.2389
H -0.494 0.252 0.914  0.2819
H -0.739 -2.129 3.307  0.2378
H 0.826 -2.941 3.633  0.2690

Atoms 1-2, force components in eV/Å:
O -0.6912 -0.0761 -0.0333
C -0.0361 0.2933 -0.1760

Calculated values
LUMO: -6.166 eV
E_HOMO: -12.264 eV
Energy above the lowest of the compared OMol25 structures with the same formula, charge and spin: 18.8 kcal per mole
E_tot: -1316.8761 hartree
Gap between HOMO and LUMO: 6.1 eV
Net charge: +1



No. 8
# C8H18O2

A molecular structure, C8H18O2 (the ωB97M-V functional and the def2-TZVPD basis, OMol25).

Each line ends with the natural charge from an NBO analysis.
CARTESIAN COORDINATES (ANGSTROEM)
C -0.264 -0.256 -0.510  0.0941
C 0.204 0.773 0.386  0.0878
C 0.867 -1.717 0.492  0.3362
C 0.210 -0.300 -1.953  -0.6707
C -1.664 -0.827 -0.380  -0.6761
C -0.328 0.872 1.803  -0.6578
C -0.888 2.162 -0.624  -0.6654
C 1.636 1.271 0.297  -0.6568
O 0.310 -2.150 1.708  -0.7402
O 0.830 -2.780 -0.429  -0.7626
H 1.343 -3.520 -0.060  0.4705
H -0.601 -2.417 1.520  0.4716
H 1.903 -1.434 0.700  0.1356
H -0.600 -0.005 -2.626  0.2125
H 1.060 0.348 -2.157  0.2129
H 0.486 -1.323 -2.218  0.2494
H -2.053 -0.791 0.636  0.2107
H -2.368 -0.304 -1.030  0.2208
H -1.644 -1.868 -0.717  0.2313
H 1.655 2.365 0.322  0.2243
H -1.407 0.739 1.855  0.2126
H -0.080 1.852 2.219  0.2137
H 0.149 0.129 2.447  0.2343
H -0.376 2.392 -1.555  0.1943
H -0.807 2.990 0.080  0.1925
H -1.942 1.934 -0.771  0.1939
H 2.162 0.944 -0.597  0.2161
H 2.205 0.923 1.163  0.2147

Atoms 1-2, force components in eV/Å:
C 2.2919 -4.3206 1.6800
C -2.6857 4.4377 -1.8768

Calculated values
LUMO: 0.723 eV
E_HOMO: -7.420 eV
Energy above the lowest of the compared OMol25 structures with the same formula, charge and spin: 92.7 kcal per mole
E_tot: -465.9695 hartree
Gap between HOMO and LUMO: 8.1 eV
Net charge: 0